Below is one molecule with the formula C6H12O, with properties calculated with wB97M-V/def2-TZVPD.

Values from the calculation:
- orbital gap (eV) = 10.818
- electronic energy (Eh) = -311.01703
- SMILES string = CC(C)[C@H]1C[C@H]1O
- charge = 0
- E_LUMO (eV) = 0.98
- ΔE to the lowest compared entry with this formula, charge and spin (kcal per mole) = 26.5

Atoms and positions in Å:
C  1.5930  1.1634  0.1584
C  0.7006  -0.0797  0.2265
C  1.4181  -1.2949  -0.3631
C  -0.6022  0.1357  -0.5183
C  -1.7372  -0.8419  -0.3527
C  -1.8930  0.5628  0.1282
O  -1.9959  0.6949  1.5155
H  1.1555  2.0180  0.6890
H  2.5791  0.9623  0.5920
H  1.7460  1.4642  -0.8863
H  0.4675  -0.2923  1.2798
H  2.3555  -1.5026  0.1633
H  1.6577  -1.1205  -1.4202
H  0.7875  -2.1893  -0.3059
H  -0.4649  0.5255  -1.5292
H  -2.2835  -1.1991  -1.2180
H  -1.6369  -1.5621  0.4584
H  -2.5287  1.2483  -0.4362
H  -1.3182  1.3073  1.8189

Atomic forces in eV per Å
0.007 0.029 -0.020
-0.050 -0.003 0.050
0.059 -0.083 -0.023
0.075 0.009 -0.062
-0.158 -0.172 -0.054
-0.104 0.020 -0.260
0.204 0.112 0.204
0.033 -0.135 -0.092
-0.154 0.048 -0.021
-0.013 -0.047 0.155
0.023 0.005 -0.149
-0.099 0.041 -0.051
-0.030 -0.024 0.145
0.108 0.153 -0.012
-0.014 -0.084 0.172
0.034 0.092 0.063
0.030 0.118 -0.191
0.118 -0.165 0.133
-0.068 0.085 0.014

Atomic partial charges in e from the Mulliken method, atoms 1 to 8: number 1, C, carries -1.426; number 2, C, carries 0.547; number 3, C, carries -1.485; number 4, C, carries -0.164; number 5, C, carries -0.818; number 6, C, carries -0.149; number 7, O, carries -0.543; number 8, H, carries 0.305

---

Below is one molecule with the formula C6H12O, with properties calculated with wB97M-V/def2-TZVPD.

Values from the calculation:
- orbital gap (eV) = 8.959
- electronic energy (Eh) = -310.91728
- charge = 0
- E_LUMO (eV) = 0.69
- ΔE to the lowest compared entry with this formula, charge and spin (kcal per mole) = 89.1

Atoms and positions in Å:
C  2.3270  0.1803  -0.3132
C  1.1168  -0.2243  0.5125
O  1.5769  -0.3556  1.8474
C  -0.0126  0.8073  0.4337
C  -0.7797  0.7895  -0.9324
C  -2.0985  0.5240  -0.3216
C  -2.3744  -0.9365  -0.2249
H  2.0702  0.2892  -1.3720
H  3.1135  -0.5736  -0.2150
H  2.7208  1.1345  0.0549
H  0.7351  -1.1936  0.1458
H  0.8449  -0.6869  2.3832
H  0.3753  1.8119  0.6299
H  -0.3611  0.0019  -1.5835
H  -0.6954  1.7591  -1.4315
H  -0.7171  0.6127  1.2634
H  -1.5566  -1.6435  -0.4506
H  -3.1403  -1.0622  -1.0099
H  -2.8803  -1.2165  0.7058

Atomic forces in eV per Å
0.010 0.009 -0.023
-0.061 0.036 -0.366
-0.173 -0.116 0.207
0.032 0.035 0.154
-0.057 0.059 -0.124
0.270 -0.247 -0.096
0.032 -0.005 0.078
0.025 -0.019 0.165
-0.117 0.100 -0.044
-0.071 -0.132 -0.057
0.074 0.167 0.087
0.171 0.070 -0.011
-0.072 -0.156 -0.039
-0.106 0.059 0.140
-0.037 -0.166 0.129
0.079 0.012 -0.105
-0.078 0.170 0.026
0.056 0.046 0.048
0.024 0.078 -0.169

Atomic partial charges in e from the Mulliken method, atoms 1 to 8: number 1, C, carries -1.358; number 2, C, carries 0.420; number 3, O, carries -0.552; number 4, C, carries -0.624; number 5, C, carries -0.326; number 6, C, carries -0.564; number 7, C, carries -0.793; number 8, H, carries 0.345

---

Below is a 2-piece molecular cluster, C6H12O overall, with properties calculated with wB97M-V/def2-TZVPD.

Values from the calculation:
- orbital gap (eV) = 9.319
- electronic energy (Eh) = -310.95645
- charge = 0
- E_LUMO (eV) = 0.92
- ΔE to the lowest compared entry with this formula, charge and spin (kcal per mole) = 64.5

Atoms and positions in Å:
C  -0.4100  -1.7450  0.1786
C  0.1726  -0.7925  1.2226
C  1.5927  -0.3360  0.8804
O  1.5205  1.1208  0.7113
C  0.3582  1.6684  0.9133
C  -0.5605  1.3438  -2.3589
C  -0.5872  0.5515  1.3009
H  0.1696  -2.6726  0.1098
H  -0.4157  -1.2748  -0.8130
H  -1.4423  -2.0125  0.4290
H  0.1708  -1.2853  2.2006
H  2.3324  -0.5205  1.6635
H  1.9689  -0.7355  -0.0665
H  -0.4145  2.0603  -1.5456
H  -0.8202  1.8742  -3.2783
H  -1.3703  0.6537  -2.1036
H  0.3649  0.7826  -2.5174
H  -1.4553  0.5907  0.6301
H  -0.9744  0.7810  2.3016

Atomic forces in eV per Å
-0.021 -0.029 -0.062
0.061 -0.010 0.018
0.028 -0.181 0.020
-0.175 0.262 -0.019
0.112 -0.396 0.092
-0.010 -0.004 -0.008
-0.048 0.068 -0.010
-0.077 0.138 0.016
0.012 -0.061 0.168
0.145 0.037 -0.033
0.001 0.080 -0.150
-0.128 0.031 -0.099
-0.074 0.038 0.140
-0.032 -0.102 -0.152
0.042 -0.067 0.140
0.123 0.107 -0.046
-0.135 0.071 0.026
0.105 0.012 0.087
0.070 0.005 -0.126

Atomic partial charges in e from the Mulliken method, atoms 1 to 8: number 1, C, carries -1.533; number 2, C, carries 0.552; number 3, C, carries -0.583; number 4, O, carries -0.121; number 5, C, carries -0.596; number 6, C, carries -0.913; number 7, C, carries -0.306; number 8, H, carries 0.383

---

Below is C6H12O as an isolated structure, with properties calculated with wB97M-V/def2-TZVPD.

Values from the calculation:
- orbital gap (eV) = 10.530
- electronic energy (Eh) = -311.01855
- charge = 0
- E_LUMO (eV) = 0.96
- ΔE to the lowest compared entry with this formula, charge and spin (kcal per mole) = 25.6

Atoms and positions in Å:
C  1.6214  -0.0457  -1.4121
C  1.1138  0.1990  -0.0037
O  0.9493  1.6121  0.2386
C  -0.4758  1.4808  0.1751
C  -0.3893  -0.0482  0.3154
C  -0.5514  -0.4712  1.7750
C  -1.2561  -0.9040  -0.6092
H  2.6238  0.3846  -1.5124
H  1.6850  -1.1158  -1.6405
H  0.9756  0.4319  -2.1581
H  1.8049  -0.2430  0.7292
H  -0.8695  1.8262  -0.7928
H  -0.9838  2.0194  0.9852
H  0.0472  0.1717  2.4310
H  -0.2202  -1.5084  1.9140
H  -1.5992  -0.4049  2.0931
H  -1.4745  -1.8705  -0.1444
H  -0.7842  -1.1016  -1.5772
H  -2.2169  -0.4123  -0.8062

Atomic forces in eV per Å
-0.020 -0.016 -0.039
0.211 -0.259 -0.071
0.102 0.110 0.016
-0.330 0.103 0.008
-0.028 -0.036 0.025
0.013 0.008 0.036
0.034 0.003 -0.014
-0.156 -0.063 0.025
-0.020 0.119 0.072
0.063 -0.078 0.135
-0.116 0.068 -0.108
0.053 -0.076 0.125
0.079 -0.061 -0.113
-0.096 -0.094 -0.093
-0.050 0.163 -0.025
0.135 -0.008 -0.075
0.040 0.068 -0.102
-0.060 0.123 0.124
0.145 -0.075 0.073

Atomic partial charges in e from the Mulliken method, atoms 1 to 8: number 1, C, carries -1.551; number 2, C, carries 0.143; number 3, O, carries -0.456; number 4, C, carries -0.846; number 5, C, carries 1.715; number 6, C, carries -1.861; number 7, C, carries -1.546; number 8, H, carries 0.380

---

Below is one molecule with the formula C6H12O in a non-equilibrium geometry, with properties calculated with wB97M-V/def2-TZVPD.

Values from the calculation:
- orbital gap (eV) = 10.639
- electronic energy (Eh) = -310.99356
- SMILES string = CCC[C@@H](C)C=O
- charge = 0
- E_LUMO (eV) = 1.00
- ΔE to the lowest compared entry with this formula, charge and spin (kcal per mole) = 41.2

Atoms and positions in Å:
C  -1.2312  -0.7305  -1.5514
C  -0.5413  -1.3872  -0.3009
C  -0.0897  -0.5342  1.2064
C  0.5907  0.8587  0.9880
C  1.8687  0.7142  0.1842
C  -0.5512  1.5481  0.3049
O  -0.5972  1.8539  -0.8586
H  -1.4451  -1.5111  -2.3050
H  -2.1905  -0.2550  -1.3239
H  -0.6116  0.0108  -2.0613
H  -1.1914  -2.2532  -0.0771
H  0.3552  -1.8658  -0.7448
H  0.6101  -1.1702  1.7708
H  -0.8853  -0.3206  1.9592
H  0.7966  1.4517  1.9078
H  2.1498  1.6255  -0.3484
H  2.7010  0.4128  0.8328
H  1.7115  -0.0798  -0.5459
H  -1.4494  1.6320  0.9631

Atomic forces in eV per Å
0.059 0.052 0.308
0.238 0.385 0.758
-0.209 -0.550 -0.774
-0.133 -0.264 -0.356
0.050 -0.040 -0.181
-0.025 0.336 -0.487
0.084 0.532 0.452
0.161 0.026 0.547
0.182 -0.024 0.072
-0.070 -0.166 0.247
0.328 0.539 0.672
-0.048 0.426 0.820
-0.160 -0.118 -0.571
-0.168 -0.682 -1.045
-0.338 -0.818 -0.088
-0.068 -0.044 0.076
-0.209 0.062 -0.109
0.223 0.136 -0.156
0.103 0.213 -0.184

Atomic partial charges in e from the Mulliken method, atoms 1 to 8: number 1, C, carries -1.176; number 2, C, carries -0.374; number 3, C, carries -1.047; number 4, C, carries 0.508; number 5, C, carries -1.345; number 6, C, carries -0.211; number 7, O, carries -0.493; number 8, H, carries 0.376

---

Below is a 2-piece molecular cluster, C6H12O overall in a non-equilibrium geometry, with properties calculated with wB97M-V/def2-TZVPD.

Values from the calculation:
- orbital gap (eV) = 9.486
- electronic energy (Eh) = -310.95563
- SMILES string = C=C/C(C)=C/C.O
- charge = 0
- E_LUMO (eV) = 1.03
- ΔE to the lowest compared entry with this formula, charge and spin (kcal per mole) = 65.0

Atoms and positions in Å:
C  -2.8129  -0.1171  -0.5988
C  -2.0405  0.5961  -1.4621
C  -0.6794  0.0811  -1.6486
C  -0.1786  -0.4614  -2.8387
C  -0.0428  0.1543  -0.4491
C  1.2451  -0.6022  0.0259
H  -2.3382  -1.0115  -0.3141
H  -3.8032  0.2336  -0.4086
H  -2.3021  1.3990  -2.1180
H  0.9147  -0.2772  -2.9128
H  -0.6265  -0.1140  -3.7627
H  -0.2766  -1.6381  -2.6946
H  -0.4426  0.7677  0.3299
H  1.3886  -0.5682  1.1794
H  2.1473  -0.0783  -0.3834
H  1.3551  -1.6369  -0.2901
O  2.5921  1.1427  5.8436
H  2.6421  0.3926  6.4428
H  3.2584  1.7376  6.0600

Atomic forces in eV per Å
0.769 2.586 -2.412
-0.573 -1.571 -0.079
-0.403 2.252 4.808
2.207 -3.653 -1.718
1.825 -1.803 -0.090
0.599 1.647 0.583
-0.184 -0.955 1.106
-0.595 -0.401 0.433
-0.837 0.633 0.048
-0.546 -0.198 -0.090
-0.352 -0.191 -0.018
0.098 2.084 -0.980
-0.552 0.030 0.232
-0.552 0.000 -1.995
-0.506 -0.364 0.305
-0.396 -0.093 -0.130
-2.028 -1.649 -0.782
0.162 0.177 0.031
1.866 1.471 0.749

Atomic partial charges in e from the Mulliken method, atoms 1 to 8: number 1, C, carries -0.794; number 2, C, carries -0.357; number 3, C, carries 0.584; number 4, C, carries -1.084; number 5, C, carries -0.402; number 6, C, carries -1.119; number 7, H, carries 0.343; number 8, H, carries 0.298